The following is a DFT calculation (ωB97M-V with the def2-TZVPD basis set) of 2 unconnected molecules or ions with the total composition CH2Cl2N2 at a distorted geometry.

```
7
Properties=species:S:1:pos:R:3:lowdin_charge:R:1
C -0.44155 -0.02562 0.93585 -0.070
N -0.87122 0.89570 0.34828 -0.001
N 1.23849 -0.69305 -1.98901 -0.896
Cl 0.72029 0.90702 -2.13603 0.507
Cl 2.53805 -0.91742 -3.15343 0.461
H 1.56106 -0.60138 -0.99199 0.005
H -0.83385 1.59268 -0.34458 -0.006
```

energy relative to the best compared isomer or geometry (same formula, charge and spin)	69.93	kcal/mol
HOMO level	-10.28	eV
M	112.9	g/mol
net charge	0
gap between HOMO and LUMO	10.045	eV